Entry 1:
{"formula": "C6H10", "method": "wB97M-V/def2-TZVPD", "smiles": "C=C1C=CCC1.[H][H]", "fmax_ev_per_a": 0.2, "homo_lumo_gap_ev": 9.64, "homo_energy_ev": -8.41, "charge": 0, "species": ["C", "C", "C", "C", "C", "C", "H", "H", "H", "H", "H", "H", "H", "H", "H", "H"], "coordinates": [[0.45, 1.93, 0.56], [-0.17, -0.34, 1.40], [-0.76, -1.44, 0.91], [-1.11, -1.29, -0.55], [-0.53, 0.10, -0.93], [-0.03, 0.70, 0.38], [0.51, 2.65, -0.26], [0.79, 2.26, 1.53], [0.16, -0.21, 2.43], [2.96, 0.09, -1.24], [-0.98, -2.34, 1.47], [-2.20, -1.33, -0.69], [-0.68, -2.10, -1.16], [-1.28, 0.75, -1.40], [0.30, 0.00, -1.64], [2.57, 0.57, -0.82]], "nbo_charge": [-0.423, -0.238, -0.146, -0.438, -0.445, -0.006, 0.199, 0.199, 0.217, -0.010, 0.210, 0.213, 0.213, 0.223, 0.225, 0.007]}

***

Entry 2:
{"formula": "C14H16FO4", "method": "wB97M-V/def2-TZVPD", "fmax_ev_per_a": 9.1, "homo_lumo_gap_ev": 2.19, "homo_energy_ev": -2.08, "charge": -1, "species": ["C", "C", "C", "C", "C", "C", "O", "C", "C", "C", "O", "C", "F", "C", "O", "H", "H", "H", "H", "H", "H", "H", "H", "H", "C", "C", "C", "O", "H", "H", "H", "H", "H", "H", "H"], "coordinates": [[-4.69, -0.69, -2.75], [-3.23, -0.59, -2.35], [-2.73, 0.89, -1.85], [-1.11, 1.05, -1.65], [-0.35, 1.97, -2.59], [1.29, 2.13, -2.30], [2.20, 2.22, -3.29], [1.69, 2.19, -0.68], [2.82, 3.23, -0.05], [1.94, 4.44, 0.69], [1.33, 4.26, 1.90], [0.94, 1.28, 0.25], [1.12, 1.19, 1.71], [-0.22, 0.30, -0.46], [-0.42, -0.97, -0.06], [-5.16, 0.30, -3.20], [-5.34, -1.66, -2.61], [-2.56, -1.54, -2.42], [-3.03, 1.67, -2.71], [-3.33, 1.20, -0.88], [-0.92, 2.56, -3.44], [3.54, 2.67, 0.69], [3.41, 3.77, -0.94], [1.76, 5.48, 0.18], [0.81, -3.03, 3.83], [1.24, -4.01, 2.72], [1.05, -3.34, 1.35], [0.43, -5.05, 2.77], [-0.24, -2.72, 3.73], [0.94, -3.47, 4.82], [1.42, -2.12, 3.79], [2.32, -4.15, 2.84], [0.02, -3.04, 1.16], [1.36, -4.00, 0.53], [1.67, -2.43, 1.28]], "nbo_charge": [-0.452, -0.178, -0.482, -0.013, -0.290, 0.531, -0.534, -0.167, -0.521, 0.380, -0.523, 0.390, -0.310, 0.436, -0.442, 0.195, 0.228, 0.249, 0.229, 0.257, 0.250, 0.277, 0.246, 0.157, -0.622, 0.122, -0.618, -0.908, 0.185, 0.185, 0.155, 0.056, 0.195, 0.185, 0.153]}

***

Entry 3:
{"formula": "C14H12AuO6PS2", "method": "wB97M-V/def2-TZVPD", "fmax_ev_per_a": 1.1, "homo_lumo_gap_ev": 4.87, "homo_energy_ev": -0.44, "charge": -2, "species": ["Au", "O", "C", "O", "C", "P", "C", "C", "C", "C", "C", "C", "C", "C", "C", "C", "C", "C", "H", "H", "H", "H", "H", "H", "H", "H", "H", "H", "H", "H", "S", "O", "S", "O", "O", "O"], "coordinates": [[-0.21, 1.90, 1.08], [-0.72, -1.27, 4.01], [-0.64, -0.75, 2.89], [-0.28, 0.46, 2.70], [-1.09, -1.67, 1.74], [-0.98, -1.55, -0.09], [-1.80, 0.09, -0.49], [-2.08, 1.18, 0.46], [-2.78, 2.43, -0.04], [-3.33, 2.37, -1.42], [-3.03, 1.35, -2.22], [-2.24, 0.21, -1.75], [0.74, -1.44, -0.56], [1.03, -1.84, -1.87], [2.31, -1.99, -2.36], [3.37, -1.84, -1.42], [3.15, -1.45, -0.14], [1.83, -0.96, 0.32], [-2.15, -1.84, 1.95], [-0.62, -2.63, 1.95], [-2.35, 0.88, 1.48], [-3.51, 2.80, 0.68], [-3.93, 3.20, -1.76], [-3.42, 1.34, -3.23], [-2.05, -0.61, -2.43], [0.20, -2.11, -2.52], [2.50, -2.31, -3.38], [4.38, -2.09, -1.73], [3.97, -1.34, 0.56], [1.66, -1.17, 1.37], [-1.35, 3.62, 0.02], [3.86, 1.96, 0.51], [2.78, 1.43, 1.30], [1.84, 2.51, 1.75], [1.80, 0.62, 0.29], [3.15, 0.52, 2.36]], "nbo_charge": [1.169, -0.713, 0.790, -0.806, -0.860, 0.807, -0.291, -0.320, -0.389, -0.181, -0.225, -0.236, -0.574, -0.147, -0.423, -0.199, -0.318, 0.090, 0.232, 0.253, 0.242, 0.210, 0.191, 0.191, 0.207, 0.179, 0.177, 0.176, 0.205, 0.191, -0.276, -1.000, 2.578, -1.059, -0.871, -1.002]}

***

Entry 4:
{"formula": "C11H28CrGeN4O6S5Se", "method": "wB97M-V/def2-TZVPD", "s2": 6.0406, "spin_multiplicity": 5, "fmax_ev_per_a": 0.3, "homo_lumo_gap_ev": [5.23, 5.72], "homo_energy_ev": [-1.08, -1.57], "charge": -2, "species": ["Cr", "N", "C", "C", "C", "C", "N", "C", "N", "N", "C", "O", "O", "H", "H", "H", "H", "H", "H", "H", "H", "H", "H", "H", "H", "H", "H", "S", "S", "S", "S", "O", "S", "O", "O", "O", "C", "Ge", "C", "C", "C", "Se", "C", "H", "H", "H", "H", "H", "H", "H", "H", "H", "H", "H", "H", "H", "H"], "coordinates": [[-2.95, -0.19, -0.69], [-2.61, 0.66, 1.19], [-2.86, -0.29, 2.29], [-1.69, -0.35, 3.28], [-0.38, -0.76, 2.60], [0.70, -1.19, 3.58], [0.41, -2.44, 4.31], [-0.03, -3.52, 3.51], [-1.15, -4.23, 3.98], [0.99, -4.29, 2.91], [-3.16, -1.69, 1.73], [-3.35, -2.60, 2.55], [-3.20, -1.80, 0.47], [-1.61, 0.81, 1.06], [-3.05, 1.56, 1.34], [-3.77, 0.01, 2.81], [-1.96, -1.08, 4.04], [-1.57, 0.62, 3.76], [0.02, 0.07, 2.01], [-0.56, -1.58, 1.90], [0.88, -0.42, 4.34], [1.64, -1.33, 3.04], [-0.28, -2.29, 5.03], [-2.02, -3.87, 3.57], [-1.06, -5.21, 3.78], [1.82, -3.73, 2.74], [0.68, -4.65, 2.01], [-2.56, 1.96, -1.73], [-4.23, 3.17, -1.43], [-5.21, 2.23, 0.11], [-5.32, 0.27, -0.53], [-0.49, -2.61, -1.89], [-1.01, -1.27, -2.11], [-0.34, -0.55, -3.17], [-2.53, -1.26, -2.31], [-0.96, -0.48, -0.78], [4.09, 3.45, -4.26], [2.63, 2.38, -3.47], [3.24, 0.53, -3.38], [1.06, 2.43, -4.62], [2.13, 3.15, -1.75], [0.79, 1.97, -0.95], [2.04, 0.73, -0.09], [4.42, 3.01, -5.20], [4.95, 3.49, -3.58], [3.77, 4.47, -4.46], [3.48, 0.19, -4.39], [2.44, -0.09, -2.99], [4.13, 0.41, -2.76], [1.30, 2.05, -5.62], [0.65, 3.43, -4.71], [0.31, 1.78, -4.18], [1.60, 4.09, -1.96], [2.94, 3.36, -1.06], [3.01, 0.77, -0.59], [1.62, -0.27, -0.20], [2.16, 0.97, 0.96]], "nbo_charge": [1.063, -0.806, -0.164, -0.404, -0.446, -0.199, -0.668, 0.374, -0.891, -0.862, 0.800, -0.738, -0.688, 0.403, 0.416, 0.217, 0.222, 0.186, 0.203, 0.240, 0.179, 0.179, 0.370, 0.427, 0.353, 0.364, 0.375, -0.434, -0.104, -0.122, -0.418, -1.002, 2.569, -1.011, -0.960, -1.009, -1.095, 1.627, -1.104, -1.104, -1.069, 0.365, -0.810, 0.215, 0.213, 0.215, 0.220, 0.275, 0.210, 0.216, 0.217, 0.291, 0.232, 0.217, 0.204, 0.250, 0.198]}